<w>
{
  "formula": "CH3O2S",
  "method": "the ωB97M-V functional and the def2-TZVPD basis",
  "species": ["S", "O", "O", "C", "H", "H", "H"],
  "positions_angstrom": [[-0.7376, 1.7723, -2.0972], [-1.8713, 2.2575, -1.3052], [0.5379, -1.0613, 0.1387], [-0.2030, 0.2212, -0.3908], [-1.3615, 0.1291, -0.2765], [1.5000, -0.8138, 0.2063], [0.1564, 1.1185, 0.2201]],
  "homo_lumo_gap_ev": 5.78,
  "total_charge": -1
}


<x>
{
  "formula": "CH3O2S",
  "method": "the ωB97M-V functional and the def2-TZVPD basis",
  "species": ["S", "O", "O", "C", "H", "H", "H"],
  "positions_angstrom": [[-1.0321, 0.0229, -0.4612], [-1.6368, 1.3563, 0.1270], [-1.3978, -1.0857, 0.4868], [0.8101, 0.0550, -0.1063], [1.3030, 0.8698, 0.3139], [0.6875, -0.7355, 0.6664], [1.2661, -0.4828, -1.0266]],
  "homo_lumo_gap_ev": 7.37,
  "total_charge": -1
}


Most stable: <x>


<w>
{
  "formula": "C5H7FO",
  "method": "the ωB97M-V functional and the def2-TZVPD basis",
  "species": ["F", "O", "C", "C", "C", "C", "C", "H", "H", "H", "H", "H", "H", "H"],
  "positions_angstrom": [[1.2440, -2.1442, -0.5356], [-0.7254, 0.7176, 0.2662], [0.1587, 1.7342, -0.0416], [-0.2296, 2.9119, -0.4940], [-1.0345, -1.4910, 1.0549], [-0.2573, -0.5507, 0.2330], [0.7908, -0.8746, -0.5253], [-0.6747, -2.4556, 0.8840], [0.5523, 3.6337, -0.6780], [1.1843, 1.5660, 0.3303], [-2.0929, -1.3380, 0.7297], [1.2319, -0.2564, -1.3046], [-1.2345, 3.1940, -0.7221], [-0.9275, -1.1655, 2.0904]],
  "homo_lumo_gap_ev": 9.67
}


<x>
{
  "formula": "C5H7FO",
  "method": "the ωB97M-V functional and the def2-TZVPD basis",
  "species": ["F", "O", "C", "C", "C", "C", "C", "H", "H", "H", "H", "H", "H", "H"],
  "positions_angstrom": [[2.6001, -0.9787, 0.3113], [-1.6424, 0.6969, -0.0245], [-1.0960, -0.6251, -0.5034], [1.4890, -0.1140, -0.0126], [-1.9838, -0.5184, 0.6486], [1.4306, 1.4128, -0.0316], [0.3840, -0.8915, -0.2982], [0.5636, 1.9791, -0.8193], [-3.0875, -0.6489, 0.4573], [0.5860, -1.9845, -0.8702], [2.5503, 1.8195, -0.3224], [-1.6207, -1.1013, -1.2392], [1.2792, 1.6282, 1.1923], [-1.4526, -0.6741, 1.5118]],
  "homo_lumo_gap_ev": 9.87
}


Most stable: <w>


<w>
{
  "formula": "CHO2Yb",
  "method": "the ωB97M-V functional and the def2-TZVPD basis",
  "species": ["Yb", "O", "O", "C", "H"],
  "positions_angstrom": [[2.7524, 0.4080, 0.1102], [0.3240, -0.0616, 0.0783], [-1.6874, -0.0409, -0.1303], [-0.7211, 0.7119, -0.0127], [-0.6679, -1.0175, -0.0455]],
  "homo_lumo_gap_ev": [11.79, 4.87],
  "total_charge": 3,
  "spin_multiplicity": 3
}


<x>
{
  "formula": "CHO2Yb",
  "method": "the ωB97M-V functional and the def2-TZVPD basis",
  "species": ["Yb", "O", "O", "C", "H"],
  "positions_angstrom": [[2.0412, 0.0999, -0.0676], [-0.2670, -0.4067, 0.1100], [-2.4232, -0.1415, -0.0938], [-1.3706, 0.3753, 0.0516], [-0.6513, -1.3552, -0.0520]],
  "homo_lumo_gap_ev": [5.07, 3.15],
  "total_charge": 3,
  "spin_multiplicity": 3
}


Most stable: <x>


<w>
{
  "formula": "CHBrN2O3",
  "method": "the ωB97M-V functional and the def2-TZVPD basis",
  "species": ["Br", "O", "O", "O", "N", "N", "C", "H"],
  "positions_angstrom": [[2.4351, -2.7839, -1.6169], [-1.7109, 2.0865, -0.1072], [-1.2464, -1.7900, 0.4345], [-0.1738, 2.6373, 1.3242], [-0.8443, 1.8318, 0.7331], [-0.9446, -0.6714, 0.5959], [-0.5261, 0.4184, 0.8607], [3.0111, -1.7288, -2.2243]],
  "homo_lumo_gap_ev": 9.71
}


<x>
{
  "formula": "CHBrN2O3",
  "method": "the ωB97M-V functional and the def2-TZVPD basis",
  "species": ["Br", "O", "O", "O", "N", "N", "C", "H"],
  "positions_angstrom": [[1.2691, -0.3594, 1.5759], [-0.2455, 2.2634, 0.3654], [-1.1932, -0.9294, -1.4347], [-1.5529, -0.9036, 0.6452], [0.7253, 1.6043, 0.1995], [-0.8461, -0.7992, -0.3211], [0.5419, -0.2680, -0.1743], [1.3014, -0.6082, -0.8558]],
  "homo_lumo_gap_ev": [8.80, 8.80]
}


Most stable: <x>


<w>
{
  "formula": "C35H43ClGeN4O3Ti",
  "method": "the ωB97M-V functional and the def2-TZVPD basis",
  "species": ["Ge", "Ti", "Cl", "O", "O", "O", "N", "N", "N", "N", "C", "C", "C", "C", "C", "C", "C", "C", "C", "C", "C", "C", "C", "C", "C", "C", "C", "C", "C", "C", "C", "C", "C", "C", "C", "C", "C", "C", "C", "C", "C", "C", "C", "C", "C", "H", "H", "H", "H", "H", "H", "H", "H", "H", "H", "H", "H", "H", "H", "H", "H", "H", "H", "H", "H", "H", "H", "H", "H", "H", "H", "H", "H", "H", "H", "H", "H", "H", "H", "H", "H", "H", "H", "H", "H", "H", "H", "H"],
  "positions_angstrom": [[0.5090, 1.4542, 2.0059], [-0.1593, -0.4501, 0.2018], [-4.6805, -3.0834, 2.2156], [-0.9490, 1.3312, 0.6657], [1.5910, 0.2160, 0.9510], [-0.3728, -0.2062, 2.4761], [0.3822, -0.0253, -1.7000], [-2.0653, -1.3950, -0.1961], [1.2512, 2.6131, -0.9370], [0.6176, -2.3496, -0.3690], [1.3822, -1.1097, -3.7054], [0.6320, -3.4748, 0.3258], [-2.6825, 2.3043, -0.6725], [0.4870, 2.4449, -2.0561], [1.8389, -3.4939, -3.6696], [-3.1131, 1.6298, 1.6998], [0.5195, 4.8454, -2.4382], [-4.2425, -3.0633, -0.4656], [3.0450, 0.2076, 0.7563], [1.3993, -4.7160, -1.5498], [-1.1569, -1.9419, 3.9341], [1.6336, 3.8208, -0.6110], [0.0818, 3.5551, -2.8310], [3.5838, -1.1292, 1.2571], [0.9924, -2.3458, -1.6845], [-3.8443, -2.6192, 0.7864], [0.9057, -1.0996, -2.4008], [-0.7911, 1.0297, -3.5370], [-0.4827, 0.2707, 4.8413], [-0.7597, 3.3911, -3.9567], [-2.0966, 2.2240, 0.7296], [-1.1934, 2.1415, -4.2975], [-2.7554, -1.7689, 0.8835], [3.6454, 1.3489, 1.5590], [-0.1732, -0.7860, 3.7854], [1.2487, -1.2919, 3.9395], [-1.6636, 3.6021, 1.2056], [1.0145, -4.7036, -0.2340], [-3.5363, -2.6436, -1.5847], [1.8453, -2.2905, -4.3198], [1.4026, -3.5298, -2.3197], [3.3892, 0.3479, -0.7182], [0.0506, 1.1339, -2.4445], [1.3023, 4.9903, -1.3341], [-2.4428, -1.8149, -1.4147], [1.7153, -5.6369, -2.0239], [1.0051, -5.5959, 0.3731], [-3.9229, 2.3412, 1.8719], [1.4807, -2.0382, 3.1791], [4.4733, 0.4419, -0.8071], [0.2148, 5.6996, -3.0300], [-1.0497, 4.2647, -4.5247], [-1.8443, 1.9920, -5.1473], [2.1712, -4.4051, -4.1455], [-2.6462, 1.3987, 2.6569], [-0.8618, 3.9996, 0.5826], [-1.1397, 0.0510, -3.8408], [-3.8216, -2.9619, -2.5764], [-1.3372, 3.5984, 2.2471], [-2.4272, -1.3748, 1.8336], [-0.4600, -0.1676, 5.8393], [1.9690, -0.4772, 3.8412], [0.3413, -3.4110, 1.3684], [-2.0434, 2.8690, -1.3474], [-5.0928, -3.7244, -0.5589], [-1.0179, -2.4444, 4.8913], [1.6614, 5.9528, -1.0004], [3.5388, -1.2164, 2.3386], [3.0325, -1.9574, 0.8118], [-2.8178, 1.3029, -1.0865], [-1.0115, -2.6862, 3.1475], [-1.8374, -1.4773, -2.2454], [-3.6593, 2.7899, -0.6354], [-2.1878, -1.5878, 3.8937], [4.7331, 1.2967, 1.4971], [2.2377, 3.9189, 0.2877], [3.3727, 1.2893, 2.6148], [1.3810, -0.1990, -4.2848], [-2.5137, 4.2819, 1.1363], [1.3906, -1.7432, 4.9220], [3.0912, -0.5369, -1.2777], [0.2455, 1.0847, 4.8302], [2.9193, 1.2210, -1.1613], [4.6277, -1.2282, 0.9551], [-3.5578, 0.7211, 1.2961], [3.3349, 2.3186, 1.1689], [2.1987, -2.2269, -5.3399], [-1.4754, 0.6920, 4.6774]],
  "homo_lumo_gap_ev": [6.65, 6.78],
  "total_charge": 1,
  "spin_multiplicity": 2
}


<x>
{
  "formula": "C35H43ClGeN4O3Ti",
  "method": "the ωB97M-V functional and the def2-TZVPD basis",
  "species": ["Ge", "Ti", "Cl", "O", "O", "O", "N", "N", "N", "N", "C", "C", "C", "C", "C", "C", "C", "C", "C", "C", "C", "C", "C", "C", "C", "C", "C", "C", "C", "C", "C", "C", "C", "C", "C", "C", "C", "C", "C", "C", "C", "C", "C", "C", "C", "H", "H", "H", "H", "H", "H", "H", "H", "H", "H", "H", "H", "H", "H", "H", "H", "H", "H", "H", "H", "H", "H", "H", "H", "H", "H", "H", "H", "H", "H", "H", "H", "H", "H", "H", "H", "H", "H", "H", "H", "H", "H", "H"],
  "positions_angstrom": [[1.2841, -2.1962, -1.1792], [0.0974, 0.1438, 0.4872], [-0.8045, 5.8002, -0.8123], [0.2824, -1.9103, 0.4789], [-0.1738, -1.7311, -2.2094], [1.6436, -0.2707, -0.7862], [-2.0786, 0.0724, 0.2761], [1.6414, 0.2072, 2.0786], [-0.6202, 1.3770, 1.9776], [-0.2652, 1.8981, -0.8933], [-0.5284, 1.5906, -2.1701], [-4.1339, -0.5868, -0.7410], [2.6854, 0.4413, -2.8696], [2.4688, 2.9667, 4.3817], [-0.7123, 4.1782, -1.3856], [-2.7364, -0.6307, -0.6222], [2.6041, 1.7390, 3.6887], [-1.9088, -1.9076, -3.8327], [-0.5052, -2.3662, -3.4595], [0.9138, -3.7235, 1.9331], [-0.2542, -2.9831, 1.2919], [-0.8863, 2.5466, -3.1023], [0.3188, 2.0188, 2.7777], [1.3296, 3.6970, 4.2133], [-2.6820, 2.2819, 3.0691], [0.4882, -1.9238, -4.5291], [-1.1306, -2.3570, 2.3677], [-4.8444, 0.1962, 0.1259], [-4.8341, 1.7299, 2.0877], [-4.0912, 2.3571, 3.0447], [-0.4886, -3.8865, -3.3304], [-1.9889, 1.5756, 2.1066], [3.7398, 0.9038, 3.7540], [-0.3671, 3.1690, -0.5023], [-4.1708, 0.9469, 1.1146], [2.7105, -0.5531, 2.1645], [-1.0635, -3.9249, 0.4147], [1.5523, 1.3115, 2.8646], [3.7839, -0.2488, 3.0166], [2.8208, 0.3846, -1.3552], [0.2522, 3.2380, 3.4188], [-0.9776, 3.8723, -2.7090], [-2.7683, 0.8703, 1.1407], [2.9426, 1.7914, -0.7785], [4.0680, -0.4136, -0.9913], [2.6876, -0.5595, -3.3028], [-2.1615, 2.7616, 3.8812], [-2.1735, -2.2822, -4.8221], [3.5246, 0.9911, -3.2981], [-4.5867, 2.9299, 3.8176], [-0.4448, 0.5393, -2.4328], [4.9371, 0.0368, -1.4723], [-1.5281, -4.6987, 1.0271], [2.1733, 2.4566, -1.1632], [-0.8040, -4.3434, -4.2699], [1.6048, -4.0948, 1.1737], [-0.5774, -1.5911, 2.9183], [-5.9134, 1.7988, 2.0739], [0.2047, -2.3180, -5.5064], [-2.0263, -1.9065, 1.9399], [3.9115, 2.2112, -1.0530], [-0.1555, 3.3965, 0.5337], [3.2733, 3.3152, 5.0153], [2.8835, 1.7755, 0.3117], [4.6359, -0.9124, 3.0571], [0.5106, -4.2615, -3.1006], [-4.6221, -1.1776, -1.5030], [-1.1759, -4.2151, -2.5501], [0.5521, -4.5786, 2.5056], [-0.4234, -4.4223, -0.3175], [4.5687, 1.1817, 4.3935], [2.7313, -1.4293, 1.5305], [1.7651, 0.9437, -3.1599], [1.4577, -3.0680, 2.6146], [-5.9253, 0.2422, 0.0719], [-1.2497, 4.6534, -3.4058], [-1.0937, 2.2527, -4.1218], [1.2282, 4.6534, 4.7093], [-1.4463, -3.1196, 3.0806], [-1.8499, -3.3860, -0.1165], [-2.6469, -2.2915, -3.1255], [4.0009, -1.4491, -1.3282], [-1.9735, -0.8169, -3.8525], [0.5268, -0.8349, -4.5965], [-0.6169, 3.8692, 3.3162], [1.4906, -2.2917, -4.2992], [4.2409, -0.4041, 0.0831], [-2.1270, -1.2473, -1.2729]],
  "homo_lumo_gap_ev": [7.05, 7.10],
  "total_charge": 1,
  "spin_multiplicity": 2
}


Most stable: <x>